Here is C19H50BBr2N2O8PSi2 as an isolated structure at a distorted geometry from OMol25. Energies are from ωB97M-V with the def2-TZVPD basis set.

Last column: Mulliken charge in e.
CARTESIAN COORDINATES (ANGSTROEM)
C: 0.605 -1.562 2.132  -0.37
O: -0.794 -1.072 1.952  -0.04
B: -1.493 -1.207 3.246  0.07
O: -1.761 -2.557 3.779  -0.59
Si: -2.055 0.454 4.156  0.60
C: -2.498 1.668 2.753  0.72
C: -3.451 2.937 3.131  -0.49
C: -3.094 4.326 2.306  -0.18
O: -3.977 4.370 1.094  -0.56
O: -0.569 0.885 5.066  -0.45
C: -0.528 2.303 5.397  -0.33
C: 0.978 2.883 4.956  0.29
C: 1.053 4.525 4.961  -1.11
C: 1.532 2.170 3.588  0.22
C: 2.410 3.144 2.603  0.17
C: 3.264 2.119 1.596  -0.93
C: 1.355 3.942 1.612  -0.69
O: -3.267 0.119 5.352  -0.19
Si: -4.876 -0.129 4.759  0.57
Br: -6.108 -0.948 6.565  -0.34
P: -5.156 -1.588 3.159  0.21
O: -6.753 -2.298 3.374  -0.49
Br: -5.247 -0.612 1.092  -0.21
H: 0.660 -2.668 1.726  0.26
H: 1.277 -0.809 1.498  -0.13
H: 0.971 -1.462 3.245  0.39
H: -2.471 -2.996 3.190  0.29
H: -1.472 2.125 2.346  -0.67
H: -2.913 1.020 1.843  0.24
H: -4.567 2.632 2.837  0.23
H: -3.456 3.151 4.298  0.32
H: -3.462 5.213 2.993  0.21
H: -1.964 4.440 2.023  0.11
H: -3.449 4.711 0.312  0.32
H: -0.561 2.383 6.587  0.25
H: -1.404 2.962 5.005  0.00
H: 1.700 2.521 5.834  0.26
H: 0.770 4.900 6.058  0.36
H: 0.319 5.053 4.215  0.13
H: 2.169 4.890 4.773  0.30
H: 0.692 1.672 2.922  -0.62
H: 2.265 1.290 3.926  0.24
H: 3.174 3.845 3.145  0.19
H: 4.202 1.647 2.116  0.32
H: 2.541 1.216 1.308  0.03
H: 3.539 2.667 0.594  0.33
H: 0.881 4.895 2.102  0.19
H: 0.498 3.175 1.335  0.00
H: 1.961 4.216 0.623  0.38
H: -5.568 1.138 4.410  -0.15
H: -6.997 -2.623 2.450  0.30
C: -0.958 -2.241 -2.474  -1.47
C: 0.069 -1.766 -1.450  1.07
C: 0.518 -0.299 -1.644  -0.03
O: 1.406 -0.087 -2.745  -0.45
C: 0.772 -0.079 -4.017  -0.34
N: 1.216 -2.684 -1.461  -0.65
H: -0.515 -2.501 -3.438  0.12
H: -1.459 -3.150 -2.112  0.39
H: -1.731 -1.485 -2.641  0.34
H: -0.409 -1.829 -0.462  -0.24
H: 1.080 0.003 -0.753  -0.27
H: -0.344 0.381 -1.711  0.44
H: -0.216 0.386 -3.982  0.32
H: 0.709 -1.095 -4.407  -0.10
H: 1.402 0.492 -4.707  0.29
H: 1.846 -2.429 -0.700  0.32
H: 1.762 -2.479 -2.304  0.31
C: 2.573 -5.185 -6.347  -1.59
C: 2.197 -3.721 -6.131  0.69
C: 1.834 -2.967 -7.432  -0.60
O: 2.951 -2.636 -8.261  -0.41
C: 3.463 -3.725 -9.017  -0.62
N: 3.286 -3.050 -5.407  -0.68
H: 3.594 -5.316 -6.713  0.31
H: 2.515 -5.733 -5.397  0.37
H: 1.888 -5.670 -7.049  0.34
H: 1.304 -3.710 -5.491  0.16
H: 1.384 -2.007 -7.151  0.26
H: 1.072 -3.508 -8.012  0.42
H: 2.672 -4.395 -9.363  0.29
H: 4.202 -4.270 -8.429  0.21
H: 3.982 -3.319 -9.891  0.26
H: 2.984 -2.105 -5.167  0.22
H: 4.047 -2.895 -6.076  0.34

Results
- maximum force (eV/A) = 3.842
- gap between HOMO and LUMO (eV) = 8.109
- total charge = 0
- 2S+1 = 1
- highest occupied orbital energy (eV) = -9.087
- DFT total energy (Ha) = -7558.569239